No. 1
Here is a molecular structure, C39H38N8O5SSc from OMol25. Energies are from the ωB97M-V functional and the def2-TZVPD basis.

Geometry as XYZ:
```
92
Properties=species:S:1:pos:R:3
Sc 1.2038 -0.6672 -1.0011
C 2.8116 -5.3070 -0.2577
O 1.5665 -5.1982 0.4298
C 0.4764 -4.8892 -0.3412
C -0.5773 -5.7811 -0.2921
C -1.7524 -5.5544 -1.0020
C -1.8305 -4.4210 -1.7801
C -0.7952 -3.4813 -1.8158
C -0.9710 -2.3526 -2.7147
N -0.2685 -1.2938 -2.6418
N -0.4023 -0.3575 -3.6521
C 0.7013 0.3491 -3.6576
O 1.7096 0.1102 -2.9016
C 0.7549 1.5260 -4.5680
C 1.8056 2.4259 -4.4277
C 1.8534 3.5703 -5.2106
C 0.8536 3.8186 -6.1405
C -0.1952 2.9179 -6.2849
C -0.2469 1.7768 -5.5007
C 0.3952 -3.6657 -1.0603
O 1.3547 -2.7697 -0.9672
H 3.1784 -6.3289 -0.1269
H 3.5277 -4.6299 0.2001
H 2.6968 -5.0986 -1.3210
H -0.4479 -6.6672 0.3173
H -2.5702 -6.2615 -0.9606
H -2.7143 -4.2280 -2.3779
H -1.6921 -2.4537 -3.5290
H 2.5630 2.2142 -3.6849
H 2.6687 4.2735 -5.0907
H 0.8884 4.7136 -6.7497
H -0.9780 3.1127 -7.0081
H -1.0633 1.0734 -5.5859
O 4.8069 1.1825 0.2406
C 3.6641 0.7227 0.2453
O 3.1710 -0.0606 -0.6246
C 2.7422 1.0412 1.4069
C 3.0841 2.0174 2.3304
C 2.2138 2.2701 3.3751
C 1.0480 1.5263 3.4595
C 0.7971 0.5653 2.4929
N 1.6220 0.3256 1.4796
H 4.0139 2.5515 2.1972
H 2.4384 3.0330 4.1103
H 0.3297 1.6887 4.2515
H -0.1159 -0.0121 2.5382
C -1.4222 4.0048 -2.5416
C -1.0370 3.7499 -1.0777
C -0.0192 4.8068 -0.6282
C -2.2889 3.8397 -0.1933
C -0.4384 2.4108 -0.9527
C 0.0811 1.3120 -0.8629
H -1.8771 4.9944 -2.6484
H -2.1316 3.2518 -2.8872
H -0.5439 3.9503 -3.1853
H -0.4449 5.8106 -0.7200
H 0.8791 4.7489 -1.2436
H 0.2712 4.6402 0.4102
H -2.7378 4.8351 -0.2615
H -2.0351 3.6393 0.8486
H -3.0292 3.1022 -0.5086
C -1.2380 -2.6652 2.3762
C -0.3146 -2.3089 1.4056
N -0.5595 -1.3604 0.5014
C -1.7277 -0.7245 0.5417
C -2.6891 -0.9714 1.5150
C -2.4381 -1.9835 2.4344
C -3.9195 -0.1645 1.5163
C -4.5433 0.3891 2.5576
C -4.1175 0.4400 3.9665
C -5.0632 0.6838 4.9612
C -4.6159 0.7491 6.2649
N -3.3337 0.5976 6.5908
C -2.5114 0.3834 5.5674
N -2.8259 0.2995 4.2843
H -1.0027 -3.4584 3.0711
H 0.6581 -2.7862 1.3541
H -1.8659 0.0486 -0.2059
H -3.1771 -2.2269 3.1874
H -4.3634 -0.0021 0.5388
H -5.4783 0.9044 2.3640
H -6.1087 0.8136 4.7178
H -5.3045 0.9299 7.0833
H -1.4609 0.2632 5.8113
N 5.8402 -1.1805 1.6816
C 4.9385 -2.1245 1.3123
N 4.7707 -2.2763 -0.0173
S 4.1436 -3.0768 2.4443
H 5.9080 -0.3502 1.1018
H 5.8669 -1.0161 2.6734
H 5.0758 -1.5349 -0.6317
H 3.9115 -2.7150 -0.3152
```

Computed properties:
Orbital gap: 6.5 eV
Highest occupied orbital energy: -5.081 eV
Calculated total energy: -94760.30102 eV
Multiplicity: 1
Net charge: -1

***

No. 2
Here is 2 unconnected molecules or ions with the total composition ClFN3 in a non-equilibrium geometry from OMol25. Energies are from the ωB97M-V functional and the def2-TZVPD basis.

Geometry as XYZ:
```
5
Properties=species:S:1:pos:R:3
N 0.9064 2.3357 1.0517
N 0.5731 1.4174 0.5747
N -0.2884 -1.0496 -0.1143
F -1.5559 -0.6902 -0.3103
Cl 0.3647 -2.0133 -1.2019
```

Computed properties:
Orbital gap (alpha / beta): 8.0 / 8.0 eV
Highest occupied orbital energy (alpha / beta): -18.607 / -18.607 eV
Calculated total energy: -19696.53766 eV
Multiplicity: 1
Net charge: +1

***

No. 3
Here is a molecular structure, C23H29N9S2SeSr from OMol25. Energies are from the ωB97M-V functional and the def2-TZVPD basis.

Geometry as XYZ:
```
65
Properties=species:S:1:pos:R:3
Sr 0.0110 -0.1790 0.2006
C -0.0387 -2.0833 -3.4067
C 1.2790 -2.5040 -2.7690
N 1.4874 -1.9975 -1.4062
C 1.7526 -3.0501 -0.4224
C 0.4782 -3.7370 0.0337
N -0.3431 -2.8351 0.8445
C -1.6985 -3.3549 1.0802
C -2.6510 -3.1056 -0.0904
C -3.4749 -1.8275 0.0219
N -2.7092 -0.5774 -0.0883
C -3.0830 0.2603 -1.2325
C -2.3935 -0.1978 -2.5040
N -0.9461 0.0314 -2.4271
C -0.2204 -0.5711 -3.5543
H -0.8699 -2.5007 -2.8330
H -0.0895 -2.5444 -4.3965
H 2.1027 -2.1691 -3.4085
H 1.3299 -3.5970 -2.7573
H 2.2707 -1.3486 -1.4126
H 2.2416 -2.5841 0.4407
H 2.4656 -3.7957 -0.7974
H 0.7251 -4.6572 0.5791
H -0.1055 -4.0402 -0.8394
H 0.1038 -2.7159 1.7506
H -2.0882 -2.8673 1.9766
H -1.6520 -4.4297 1.2974
H -3.3559 -3.9394 -0.1491
H -2.0940 -3.1114 -1.0320
H -3.9981 -1.8428 0.9820
H -4.2527 -1.8390 -0.7489
H -2.8233 -0.0316 0.7603
H -2.7877 1.2895 -1.0069
H -4.1685 0.2629 -1.3918
H -2.8316 0.3163 -3.3697
H -2.5691 -1.2655 -2.6522
H -0.7984 1.0372 -2.4570
H 0.7608 -0.0926 -3.6187
H -0.7401 -0.3514 -4.4960
S -0.5289 0.1044 3.0256
C -0.6155 1.8320 3.3741
C -0.6808 2.1821 4.7302
C -0.7633 3.4928 5.1619
C -0.8346 3.7765 6.5671
N -0.8880 4.0034 7.6928
C -0.7736 4.5230 4.2079
C -0.7037 4.1957 2.8670
C -0.6303 2.8706 2.4115
S -0.5705 2.6659 0.6605
C -0.8505 5.9025 4.5986
N -0.9061 7.0130 4.8899
H -0.6703 1.3854 5.4615
H -0.7088 4.9867 2.1299
Se 2.4827 1.5165 1.8698
N 3.3161 2.8392 1.0625
C 3.6464 2.4084 -0.1508
C 4.3242 3.1624 -1.1490
C 4.5653 2.5491 -2.3351
C 4.1276 1.2055 -2.5512
N 3.5017 0.4709 -1.6746
C 3.2771 1.0597 -0.4625
N 2.6389 0.4105 0.5098
H 4.6236 4.1811 -0.9437
H 5.0785 3.0620 -3.1365
H 4.3174 0.7471 -3.5167
```

Computed properties:
Orbital gap: 5.4 eV
Highest occupied orbital energy: -6.904 eV
Calculated total energy: -125587.54599 eV
Multiplicity: 1
Net charge: 0

***

The calculation returns the following ΔE to the lowest compared entry with this formula, charge and spin values, one per record and in order: 2.8, 3.0, 3.2 kcal/mol.